No. 1
Molecular formula: C49H40Co2N4O5P
Method: DFT, ωB97M-V/def2-TZVPD

- net charge = -1
- E_LUMO (eV) = 2.0
- HOMO (eV) = -1.827
- E (eV) = -152194.3657
- relative energy (zero: lowest compared OMol25 entry of this formula, charge and spin) (kcal per mole) = 135.8
- Kohn-Sham gap (eV) = 3.8
- 2S+1 = 1

Positions of all 101 atoms, in Å:
N (-0.155, -0.942, -1.478)
N (-0.012, -0.529, -0.419)
N (0.356, 0.013, 0.645)
C (-0.552, -0.157, 1.793)
C (-0.786, 1.229, 2.421)
C (-1.682, 1.349, 3.493)
C (-1.924, 2.607, 4.062)
C (-1.234, 3.732, 3.591)
C (-0.373, 3.614, 2.495)
C (-0.169, 2.362, 1.904)
C (-1.912, -0.650, 1.340)
C (-2.549, 0.149, 0.392)
C (-3.819, -0.193, -0.067)
C (-4.472, -1.310, 0.468)
C (-3.855, -2.077, 1.463)
C (-2.548, -1.761, 1.903)
C (0.272, -0.965, 2.817)
C (1.467, -0.043, 3.176)
C (2.662, -0.876, 3.404)
C (2.376, -2.228, 2.869)
N (0.979, -2.311, 2.331)
H (-2.179, 0.460, 3.894)
H (-2.607, 2.688, 4.916)
H (-1.416, 4.713, 4.041)
H (0.177, 4.476, 2.108)
H (0.534, 2.271, 1.074)
H (-2.077, 1.083, 0.066)
H (-4.288, 0.449, -0.810)
H (-5.462, -1.586, 0.102)
H (-4.357, -2.955, 1.893)
H (-2.060, -2.321, 2.720)
H (-0.314, -1.152, 3.717)
H (1.726, 0.614, 2.344)
H (1.219, 0.562, 4.044)
H (3.512, -0.486, 2.888)
H (2.879, -1.040, 4.442)
H (3.026, -2.602, 2.066)
H (2.425, -2.880, 3.755)
H (1.051, -2.089, 1.317)
O (3.921, -7.332, 1.969)
C (3.350, -6.582, 1.293)
Co (2.336, -5.492, 0.302)
C (3.473, -4.210, 0.033)
O (4.220, -3.337, -0.151)
C (2.713, -6.814, -1.129)
O (3.466, -7.686, -1.431)
C (0.596, -5.361, 0.276)
C (1.114, -4.555, 1.216)
C (0.749, -3.906, 2.495)
C (1.621, -4.751, 3.596)
C (0.976, -5.336, 4.681)
C (1.745, -5.882, 5.714)
C (3.134, -5.907, 5.667)
C (3.773, -5.447, 4.529)
C (3.016, -4.920, 3.472)
Co (1.212, -5.873, -1.769)
C (1.444, -4.281, -2.051)
O (1.628, -3.209, -2.460)
C (-0.118, -6.980, -1.816)
O (-1.017, -7.710, -1.945)
P (1.802, -6.538, -3.978)
C (3.098, -5.431, -4.575)
C (3.198, -5.150, -5.945)
C (4.209, -4.301, -6.406)
C (5.137, -3.748, -5.518)
C (5.057, -4.062, -4.156)
C (4.046, -4.907, -3.683)
C (2.392, -8.198, -4.357)
C (3.622, -8.410, -5.000)
C (4.005, -9.702, -5.374)
C (3.184, -10.803, -5.097)
C (1.954, -10.589, -4.456)
C (1.561, -9.299, -4.080)
C (0.444, -6.256, -5.134)
C (-0.024, -7.239, -6.017)
C (-1.075, -6.948, -6.890)
C (-1.655, -5.675, -6.916)
C (-1.148, -4.679, -6.068)
C (-0.101, -4.960, -5.186)
H (-0.361, -5.900, 0.304)
H (-0.370, -4.093, 2.760)
H (-0.114, -5.365, 4.720)
H (1.222, -6.240, 6.584)
H (3.706, -6.282, 6.515)
H (4.858, -5.469, 4.467)
H (3.612, -4.524, 2.631)
H (2.477, -5.578, -6.640)
H (4.264, -4.074, -7.472)
H (5.927, -3.081, -5.889)
H (5.779, -3.640, -3.454)
H (4.020, -5.154, -2.617)
H (4.285, -7.568, -5.201)
H (4.961, -9.852, -5.880)
H (3.491, -11.815, -5.395)
H (1.302, -11.440, -4.240)
H (0.602, -9.155, -3.573)
H (0.424, -8.231, -6.028)
H (-1.449, -7.729, -7.553)
H (-2.483, -5.457, -7.601)
H (-1.582, -3.677, -6.093)
H (0.286, -4.166, -4.538)

Results of the Mulliken charge analysis, in e, for atoms 1 through 99:
1. N -0.92
2. N 0.80
3. N -0.40
4. C 3.01
5. C -0.65
6. C -0.37
7. C -0.89
8. C -0.42
9. C -0.98
10. C 0.19
11. C -0.36
12. C -0.10
13. C -0.85
14. C -0.57
15. C -0.99
16. C -0.20
17. C -0.96
18. C -0.68
19. C -1.10
20. C 0.24
21. N 0.33
22. H 0.38
23. H 0.39
24. H 0.38
25. H 0.39
26. H 0.42
27. H 0.40
28. H 0.42
29. H 0.39
30. H 0.41
31. H 0.34
32. H 0.64
33. H 0.17
34. H 0.39
35. H 0.42
36. H 0.37
37. H -0.17
38. H 0.17
39. H 0.43
40. O -0.50
41. C 0.34
42. Co 0.18
43. C 0.12
44. O -0.57
45. C 0.25
46. O -0.60
47. C -1.77
48. C -0.39
49. C 1.85
50. C 0.59
51. C -0.90
52. C -0.61
53. C -0.63
54. C -1.32
55. C -0.13
56. Co 0.40
57. C 0.24
58. O -0.54
59. C 0.23
60. O -0.56
61. P 1.35
62. C -0.18
63. C -0.27
64. C -0.68
65. C -0.55
66. C -0.70
67. C -0.12
68. C 0.57
69. C -0.53
70. C -0.60
71. C -0.53
72. C -0.61
73. C -0.47
74. C 0.24
75. C -0.33
76. C -0.68
77. C -0.53
78. C -0.70
79. C -0.34
80. H 0.41
81. H 0.17
82. H 0.35
83. H 0.38
84. H 0.37
85. H 0.42
86. H 1.00
87. H 0.44
88. H 0.37
89. H 0.35
90. H 0.46
91. H 0.11
92. H 0.31
93. H 0.37
94. H 0.33
95. H 0.38
96. H 0.40
97. H 0.33
98. H 0.39
99. H 0.35

***

No. 2
Molecular formula: C22H36Cl24N2
Method: DFT, ωB97M-V/def2-TZVPD

- E_LUMO (eV) = 0.2
- HOMO (eV) = -9.513
- E (eV) = -326913.0396
- Kohn-Sham gap (eV) = 9.7
- 2S+1 = 1

Positions of all 84 atoms, in Å:
C (-2.487, -1.168, 1.922)
C (-1.785, -0.216, 1.765)
C (-0.767, 0.872, 1.768)
C (0.071, 0.753, 3.100)
C (1.530, 0.259, 2.852)
C (1.854, -1.079, 3.553)
C (2.746, -1.888, 2.661)
N (3.357, -2.693, 2.102)
C (2.598, -0.933, 4.907)
C (2.121, 0.253, 5.775)
C (2.295, -2.178, 5.690)
N (2.003, -3.157, 6.226)
H (-2.905, -2.051, 2.345)
H (-1.319, 1.816, 1.817)
H (-0.142, 0.814, 0.872)
H (0.034, 1.711, 3.624)
H (-0.449, -0.006, 3.696)
H (1.612, 0.068, 1.778)
H (2.228, 1.067, 3.091)
H (0.922, -1.627, 3.714)
H (3.685, -0.857, 4.813)
H (2.595, 0.154, 6.755)
H (2.459, 1.222, 5.393)
H (1.035, 0.233, 5.917)
C (2.973, 1.033, -0.866)
Cl (1.912, 2.134, 0.023)
Cl (2.198, -0.537, -1.116)
H (3.203, 1.471, -1.832)
H (3.885, 0.887, -0.298)
C (0.641, 1.261, -4.285)
Cl (-0.093, 2.835, -3.941)
Cl (2.112, 1.433, -5.247)
H (0.890, 0.776, -3.347)
H (-0.070, 0.655, -4.837)
C (-3.688, 3.427, -4.136)
Cl (-4.753, 4.524, -3.244)
Cl (-4.451, 1.853, -4.388)
H (-3.462, 3.866, -5.102)
H (-2.775, 3.287, -3.569)
C (0.379, -4.249, 2.257)
Cl (-0.508, -2.846, 1.621)
Cl (-0.543, -5.741, 2.036)
H (1.323, -4.339, 1.731)
H (0.558, -4.103, 3.318)
C (2.811, 1.327, 10.027)
Cl (1.616, 1.649, 8.767)
Cl (4.215, 0.488, 9.359)
H (3.135, 2.266, 10.462)
H (2.355, 0.702, 10.787)
C (1.938, -1.884, -7.605)
Cl (1.624, -2.234, -9.307)
Cl (0.441, -1.572, -6.718)
H (2.435, -2.737, -7.158)
H (2.569, -1.005, -7.539)
C (3.471, -4.194, 9.139)
Cl (4.545, -2.787, 9.122)
Cl (4.341, -5.671, 9.575)
H (2.686, -4.023, 9.866)
H (3.043, -4.316, 8.150)
C (2.215, 2.455, -9.023)
Cl (0.820, 1.495, -9.519)
Cl (3.519, 1.432, -8.404)
H (2.584, 3.009, -9.879)
H (1.909, 3.139, -8.239)
C (-6.461, 7.681, -2.975)
Cl (-6.666, 6.863, -1.422)
Cl (-7.947, 7.644, -3.934)
H (-6.188, 8.714, -2.792)
H (-5.675, 7.181, -3.531)
C (-6.534, 4.934, -6.713)
Cl (-7.644, 4.179, -7.860)
Cl (-4.892, 5.041, -7.371)
H (-6.887, 5.935, -6.491)
H (-6.508, 4.339, -5.806)
C (-2.809, -1.698, -2.198)
Cl (-2.432, -0.922, -0.641)
Cl (-2.550, -3.445, -2.115)
H (-3.849, -1.509, -2.441)
H (-2.168, -1.285, -2.970)
C (0.917, -8.029, -0.640)
Cl (0.035, -6.640, -1.279)
Cl (0.014, -9.533, -0.861)
H (1.865, -8.111, -1.159)
H (1.085, -7.875, 0.421)

Charge distribution, Mulliken scheme, values in e:
1. C -0.05
2. C -0.86
3. C -0.19
4. C -0.84
5. C -0.11
6. C 0.80
7. C -0.42
8. N -0.62
9. C 0.36
10. C -1.38
11. C 0.08
12. N -0.59
13. H 0.52
14. H 0.36
15. H 0.09
16. H 0.35
17. H 0.59
18. H -0.49
19. H 0.54
20. H 0.32
21. H 0.47
22. H 0.21
23. H 0.41
24. H 0.42
25. C -0.36
26. Cl -0.11
27. Cl -0.15
28. H 0.30
29. H 0.37
30. C 0.24
31. Cl -0.19
32. Cl -0.12
33. H -0.07
34. H 0.14
35. C -0.05
36. Cl -0.11
37. Cl -0.15
38. H 0.20
39. H 0.12
40. C -0.23
41. Cl 0.03
42. Cl -0.19
43. H 0.25
44. H 0.16
45. C -0.29
46. Cl -0.12
47. Cl -0.13
48. H 0.30
49. H 0.26
50. C -0.01
51. Cl -0.14
52. Cl -0.12
53. H 0.33
54. H -0.06
55. C -0.10
56. Cl -0.14
57. Cl -0.18
58. H 0.27
59. H 0.15
60. C -0.24
61. Cl -0.13
62. Cl -0.16
63. H 0.31
64. H 0.23
65. C -0.12
66. Cl -0.15
67. Cl -0.16
68. H 0.29
69. H 0.14
70. C 0.00
71. Cl -0.16
72. Cl -0.17
73. H 0.18
74. H 0.14
75. C -0.26
76. Cl -0.08
77. Cl -0.14
78. H 0.31
79. H 0.09
80. C -0.27
81. Cl -0.08
82. Cl -0.16
83. H 0.31
84. H 0.21

***

No. 3
Molecular formula: C5H8O2S
Method: DFT, ωB97M-V/def2-TZVPD

- E_LUMO (eV) = 0.5
- HOMO (eV) = -8.245
- E (eV) = -20240.7265
- relative energy (zero: lowest compared OMol25 entry of this formula, charge and spin) (kcal per mole) = 96.9
- Kohn-Sham gap (eV) = 8.8
- 2S+1 = 1

Positions of all 16 atoms, in Å:
C (1.690, -1.336, -0.725)
C (-0.380, 1.214, -0.228)
C (1.035, 0.908, -0.304)
C (-1.595, -0.583, 0.992)
C (-1.434, 0.138, -0.341)
O (2.774, -1.487, -0.286)
O (0.437, 1.490, -1.375)
S (2.434, 1.476, 0.565)
H (1.027, -2.006, -1.256)
H (-0.684, 2.112, 0.306)
H (-1.833, 0.131, 1.779)
H (-0.673, -1.093, 1.265)
H (-2.397, -1.315, 0.941)
H (-2.380, 0.597, -0.635)
H (-1.142, -0.564, -1.122)
H (3.119, 0.321, 0.423)

Charge distribution, Mulliken scheme, values in e:
1. C 0.10
2. C 0.13
3. C 0.00
4. C -1.11
5. C -0.51
6. O -0.44
7. O -0.42
8. S -0.24
9. H 0.31
10. H 0.44
11. H 0.34
12. H 0.28
13. H 0.34
14. H 0.31
15. H 0.29
16. H 0.17

***

- Among the records above, which one has the lowest E_LUMO?
  C22H36Cl24N2